# 1
This record from OMol25 describes a structure of composition C3H3I2O2 in a non-equilibrium geometry. The level of theory is wB97M-V/def2-TZVPD.

HOMO-LUMO gap   7.369 eV
Net charge   -1
Multiplicity   1
Energy relative to the best compared isomer or geometry (same formula, charge and spin)   0.00 kcal/mol

Geometry as XYZ:
```
10
Properties=species:S:1:pos:R:3:forces:R:3:mulliken_charge:R:1
I -1.311 -1.828 -1.075 0.077 0.230 0.112 -0.034
I -1.689 1.688 -0.885 0.136 -0.173 0.061 0.026
O -1.510 0.220 2.007 -0.879 0.255 0.766 -0.620
O 0.574 -0.637 1.895 1.116 -0.571 0.469 -0.628
C -0.474 -0.166 1.522 -0.689 0.565 -2.226 0.724
C -0.478 0.020 -0.248 0.292 -0.397 1.114 -0.316
C 0.942 0.153 -0.734 0.257 -0.056 -0.361 -1.256
H 1.061 0.053 -1.817 -0.118 0.088 0.055 0.358
H 1.535 -0.622 -0.241 -0.118 0.046 -0.023 0.363
H 1.349 1.119 -0.424 -0.074 0.013 0.033 0.383
```
Positions in Å, forces in eV/Å.



# 2
This record from OMol25 describes a cluster of 2 separate species, C37H34BF3O2S in total in a non-equilibrium geometry. The level of theory is wB97M-V/def2-TZVPD.

HOMO-LUMO gap   6.975 eV
Net charge   0
Multiplicity   1
Energy relative to the best compared isomer or geometry (same formula, charge and spin)   49.61 kcal/mol

Geometry as XYZ:
```
78
Properties=species:S:1:pos:R:3:forces:R:3:mulliken_charge:R:1
S -0.024 3.652 -1.064 -0.020 0.034 0.871 -0.298
F 6.576 1.788 2.305 -0.130 0.430 -1.030 -0.288
F 6.615 1.374 0.142 -0.028 0.691 0.745 -0.257
F 6.977 3.420 0.878 -0.404 -0.909 0.138 -0.281
O -2.285 -0.752 -1.138 -0.975 -0.506 0.100 -1.067
O -2.231 -2.242 0.723 -0.524 0.360 -0.469 -0.934
C -1.166 -4.891 -1.362 0.270 0.122 -0.323 -0.847
C 4.281 3.303 -0.109 -0.053 -0.124 -0.074 -1.143
C -4.511 -1.600 -1.286 0.064 -0.043 0.072 -2.083
C 1.746 1.031 -2.763 0.061 0.022 -0.179 -0.821
C 0.845 -0.190 -0.896 1.499 0.074 -0.759 0.043
C -0.608 -3.555 -3.300 0.027 -0.022 0.193 -0.793
C -2.636 -0.177 1.877 0.101 0.065 0.093 -0.744
C -1.582 3.415 0.968 0.088 0.282 -0.862 -0.815
C 2.025 2.726 0.562 1.073 -0.248 0.169 1.218
C 2.878 -2.435 2.679 -0.252 0.171 -0.131 -1.223
C -3.239 -1.260 0.979 -0.425 0.351 -0.327 1.150
C -0.012 -1.020 -0.075 -2.660 -2.689 -0.188 -0.060
C 2.129 -1.079 0.849 -0.232 -0.498 0.207 -0.152
C 3.272 0.125 -1.118 -0.223 0.112 0.260 -0.075
C -1.516 4.015 -0.283 0.338 -0.921 1.196 0.707
C 0.640 0.510 -2.090 -0.133 -0.417 0.469 0.464
C 4.754 2.561 0.966 0.529 -0.090 0.332 0.247
C 2.174 -0.304 -0.388 -0.255 0.048 -0.489 0.202
C -3.565 -0.695 -0.485 -0.075 -0.230 0.103 1.826
C 1.561 -2.876 2.872 -0.008 0.117 -0.006 -1.073
C 3.902 1.975 1.893 -0.436 -0.027 -0.190 -0.980
C 0.606 2.811 0.342 -1.969 0.891 0.453 0.629
C 6.224 2.298 1.086 0.548 -0.063 -0.021 0.905
C -1.188 -4.709 -2.754 0.150 0.221 0.376 -0.696
C 3.050 0.805 -2.314 -0.086 0.053 0.032 -1.206
C -4.039 0.747 -0.554 -0.068 0.261 0.222 -1.684
C -2.524 4.887 -0.926 -0.394 0.213 -0.352 -1.421
C -0.221 -2.515 -2.462 -0.520 0.105 -0.004 -0.429
C -0.653 -3.881 -0.548 -0.292 0.225 0.188 -0.226
C -4.411 -1.950 1.638 -0.124 0.111 0.071 -2.034
C 3.169 -1.524 1.656 -0.325 0.090 0.256 -0.104
C 2.533 2.062 1.696 0.027 0.170 -0.345 -0.585
C -0.387 2.713 1.314 0.491 0.319 -1.004 -0.077
C 2.916 3.385 -0.310 -0.181 -0.218 0.151 -0.604
C 0.505 -2.413 2.075 0.170 0.251 -0.046 -0.830
C -0.461 -2.574 -1.071 2.998 -1.794 -1.477 0.814
C 0.786 -1.504 1.048 1.513 -0.759 0.153 0.568
B -1.544 -1.650 -0.353 1.203 3.495 1.456 2.569
H 0.251 -1.624 -2.875 -0.392 -0.143 -0.043 0.290
H 4.976 3.778 -0.801 -0.167 -0.130 0.194 0.419
H -4.138 -2.634 -1.303 -0.112 0.217 0.077 0.293
H 1.585 1.601 -3.679 0.065 -0.173 0.173 0.424
H -1.544 -5.813 -0.915 0.321 0.243 -0.150 0.432
H -4.792 -2.754 1.000 0.039 0.131 0.181 0.396
H -4.526 -1.233 -2.320 -0.015 -0.083 0.202 0.482
H 3.898 1.175 -2.888 -0.205 -0.054 0.087 0.385
H -5.533 -1.587 -0.892 0.123 -0.010 -0.061 0.391
H -2.453 3.536 1.615 0.343 -0.140 -0.183 0.342
H -3.122 4.339 -1.672 0.132 0.235 0.198 0.264
H -3.403 0.532 2.200 0.084 0.057 -0.091 0.397
H 3.670 -2.797 3.333 -0.161 0.048 -0.168 0.403
H -1.826 0.355 1.361 -0.302 -0.061 0.079 -0.486
H -0.214 2.210 2.256 -0.076 0.203 0.044 0.438
H 4.297 1.422 2.739 -0.028 0.105 -0.138 0.458
H -4.926 0.921 0.071 0.169 -0.080 -0.092 0.304
H -4.103 -2.380 2.600 -0.092 0.156 -0.208 0.447
H 4.272 -0.063 -0.732 -0.068 0.138 -0.199 0.539
H -3.245 1.447 -0.252 -0.221 -0.264 -0.015 0.174
H 2.518 3.933 -1.166 0.210 -0.136 0.314 0.317
H 1.858 1.578 2.401 0.166 0.098 -0.221 0.109
H -3.197 5.286 -0.157 0.069 -0.100 -0.230 0.372
H 1.347 -3.605 3.656 0.090 0.249 -0.186 0.407
H -0.480 -3.448 -4.375 -0.020 -0.084 0.228 0.451
H 4.173 -1.144 1.485 -0.045 -0.228 0.089 0.533
H -2.197 -0.626 2.779 -0.181 -0.069 -0.218 0.382
H -2.033 5.736 -1.424 -0.247 -0.214 0.076 0.402
H -5.200 -1.208 1.807 -0.033 -0.238 0.075 0.342
H -0.370 0.588 -2.487 0.179 0.172 0.035 0.406
H -1.599 -5.484 -3.405 0.162 0.236 0.207 0.398
H -4.313 0.978 -1.589 0.058 -0.005 0.125 0.462
H -0.476 -4.059 0.515 -0.518 0.108 -0.300 0.361
H -0.516 -2.767 2.218 0.311 0.095 0.085 0.755
```
Positions in Å, forces in eV/Å.



# 3
This record from OMol25 describes an isolated molecule of C4H3Br in a non-equilibrium geometry. The level of theory is wB97M-V/def2-TZVPD.

HOMO-LUMO gap (alpha / beta)   9.235 / 7.252 eV
Net charge   0
Multiplicity   3
Energy relative to the best compared isomer or geometry (same formula, charge and spin)   8.63 kcal/mol

Geometry as XYZ:
```
8
Properties=species:S:1:pos:R:3:forces:R:3:lowdin_spin:R:1
Br -2.521 -0.316 0.081 0.071 0.158 -0.381 0.008
C 2.248 1.293 -0.256 0.372 -0.840 0.120 1.256
C 1.423 0.521 0.272 1.941 2.138 -1.262 0.221
C -0.656 -0.469 -0.426 0.907 -1.603 -1.365 0.056
C 0.220 0.089 0.616 -0.479 0.357 1.708 0.403
H -0.450 -1.617 -0.477 -0.499 2.005 -0.238 0.027
H 0.070 0.474 1.651 -1.067 -1.118 -0.703 0.016
H -0.334 0.025 -1.462 -1.246 -1.097 2.120 0.013
```
Positions in Å, forces in eV/Å.



# 4
This record from OMol25 describes a cluster of 2 separate species, C4H16N6 in total in a non-equilibrium geometry. The level of theory is wB97M-V/def2-TZVPD.

HOMO-LUMO gap (alpha / beta)   9.319 / 3.947 eV
Net charge   +3
Multiplicity   2
Energy relative to the best compared isomer or geometry (same formula, charge and spin)   49.76 kcal/mol

Geometry as XYZ:
```
26
Properties=species:S:1:pos:R:3:forces:R:3:lowdin_spin:R:1
N 0.121 0.586 1.799 -0.237 1.101 0.827 0.645
N -0.318 1.428 -1.930 4.410 -3.071 -0.411 -0.001
N 1.815 0.691 -2.269 0.893 -3.872 1.482 0.003
N -0.639 -1.690 2.014 0.969 -1.838 3.201 0.106
N -2.144 -0.038 1.802 -2.038 0.772 0.104 0.051
N 0.093 -0.865 -1.590 2.400 -1.319 -0.550 0.011
C 0.882 -2.098 -1.974 2.852 1.869 -1.827 0.002
C 0.538 0.318 -2.035 -1.093 4.352 1.573 0.001
C -0.883 -0.370 1.909 -1.277 -1.926 -0.198 0.034
C -0.054 2.050 2.135 1.497 -1.065 -3.792 0.071
H 1.026 0.272 1.538 1.327 -0.673 -0.313 0.011
H -0.855 -1.060 -1.302 -0.098 0.611 -0.481 0.000
H -0.054 2.359 -2.011 1.227 1.623 -0.536 0.000
H 0.449 -2.997 -1.706 -1.390 -1.463 0.685 0.000
H -0.820 2.228 1.305 -0.118 1.006 2.088 0.028
H 1.036 -2.079 -3.080 -0.557 -0.166 0.692 0.001
H -0.008 2.110 3.206 -1.396 0.523 0.938 0.031
H 0.858 2.618 1.774 -0.718 -0.954 0.354 0.002
H 1.976 -2.165 -1.635 -1.608 0.630 0.297 0.001
H -2.468 0.953 1.687 0.291 -1.269 0.335 0.001
H 0.303 -2.173 2.276 -1.640 1.595 -0.872 0.001
H -1.226 1.336 -1.790 -5.079 -0.981 0.204 0.000
H -2.933 -0.786 1.877 1.747 1.716 -0.181 0.001
H 2.608 0.057 -1.891 -1.749 1.436 -1.482 0.000
H 2.078 1.525 -2.758 -0.107 0.350 -0.222 0.000
H -1.381 -2.208 2.648 1.491 1.014 -1.916 0.000
```
Positions in Å, forces in eV/Å.



# 5
This record from OMol25 describes a structure of composition C32H40Cl5CoNP2 in a non-equilibrium geometry. The level of theory is wB97M-V/def2-TZVPD.

HOMO-LUMO gap (alpha / beta)   7.273 / 6.295 eV
Net charge   +1
Multiplicity   5
Energy relative to the best compared isomer or geometry (same formula, charge and spin)   0.00 kcal/mol

Geometry as XYZ:
```
81
Properties=species:S:1:pos:R:3:forces:R:3:lowdin_spin:R:1
Co -0.085 0.607 -0.616 -0.230 -0.036 0.896 1.982
Cl -0.385 2.407 -6.635 -0.222 0.191 0.155 0.021
Cl -1.424 2.349 -0.103 0.176 0.838 -0.093 0.226
Cl 0.800 -1.748 -3.346 -0.169 -0.008 -0.308 0.014
Cl 0.024 -0.694 -6.239 0.016 0.486 0.240 -0.008
Cl -0.366 4.321 -4.036 -0.044 0.543 -0.066 0.006
P -1.963 -0.602 -0.728 -0.672 -0.987 0.158 0.024
P 2.109 0.726 -0.128 2.126 -0.828 0.384 0.023
N -0.190 0.149 1.398 -0.187 -0.564 -0.281 0.395
C -0.249 1.788 -5.040 0.700 -0.085 0.221 0.037
C -0.298 -2.823 -0.177 -0.443 -0.810 0.145 0.004
C 0.003 1.993 -2.695 -0.572 1.549 -1.698 0.563
C 1.761 3.597 -0.115 1.310 -0.207 -0.259 0.010
C -3.461 -0.342 -1.820 -0.204 -0.130 0.477 0.009
C 3.042 -1.762 3.155 0.060 0.776 0.261 0.137
C 3.093 -1.218 1.852 0.466 -0.591 -0.433 -0.015
C 4.251 -2.486 3.728 -1.033 -0.094 -0.543 0.022
C -2.799 -3.224 -0.230 -0.888 -0.435 -0.881 0.002
C 1.914 -1.446 3.955 0.158 -0.206 -0.904 -0.015
C -1.496 0.147 1.882 0.074 -0.151 0.362 0.015
C 0.141 0.712 -2.482 0.359 -0.818 -1.523 -0.005
C -4.141 0.064 2.736 0.969 0.587 0.877 0.071
C 2.732 2.440 0.335 -1.246 0.223 0.375 0.016
C 2.086 -0.405 1.371 -0.417 0.428 -0.026 0.110
C -2.517 -0.268 0.994 1.558 0.114 -0.251 0.054
C 0.017 0.399 -4.898 0.088 -0.181 0.749 -0.018
C -3.362 -0.869 -3.271 0.633 0.126 0.411 0.000
C -1.639 -2.416 -0.822 0.197 -0.462 0.481 0.010
C -3.112 0.522 3.623 -0.217 -1.053 -1.907 -0.013
C 3.618 0.061 -1.085 -1.955 0.180 -0.352 0.004
C 4.956 0.253 -0.435 0.741 0.138 -0.271 0.001
C -1.798 0.543 3.194 -0.795 0.085 -0.690 0.054
C -0.190 2.643 -3.916 -0.107 -1.399 0.115 0.064
C 3.059 2.533 1.840 0.727 0.078 -0.570 0.002
C -3.799 -0.333 1.437 -1.894 -0.258 0.253 -0.006
C 0.279 -0.115 -3.625 -0.159 0.189 0.778 0.030
C 0.863 -0.362 2.105 -0.307 1.423 -0.474 0.016
C 3.663 0.600 -2.543 -1.156 -0.666 0.620 0.000
C 0.811 -0.797 3.446 0.901 -0.660 -0.625 0.100
C -5.538 0.102 3.252 -0.604 -0.865 1.264 0.013
C -3.927 1.109 -1.739 0.710 0.607 -0.591 0.001
H 3.453 3.544 2.016 -0.182 -0.249 0.170 0.000
H 1.828 -1.814 4.949 0.277 -0.254 0.718 -0.004
H -6.292 -0.429 2.666 0.309 0.110 -0.262 0.000
H -3.057 -3.089 0.839 0.462 0.203 -0.582 0.000
H 3.945 -0.244 -3.148 0.565 -0.079 -0.545 0.000
H 5.575 -0.613 -0.696 0.244 0.391 -0.269 0.000
H 4.930 -2.668 2.909 0.399 -0.163 -0.060 0.000
H -2.333 -1.154 -3.541 -0.369 0.003 -0.084 0.000
H -1.039 0.973 3.815 0.238 0.075 0.197 0.001
H 4.350 1.429 -2.642 0.067 0.133 -0.127 0.000
H -0.078 -0.711 4.024 -0.266 -0.098 0.241 0.007
H -5.886 1.123 3.407 0.061 0.062 -0.098 0.005
H -3.728 1.555 -0.766 -0.301 -0.057 -0.027 0.002
H 3.944 -3.450 4.149 0.185 0.203 0.108 0.006
H 5.406 1.196 -0.781 0.127 -0.474 0.096 0.000
H -4.606 -0.708 0.772 0.603 0.413 0.530 -0.001
H -0.289 -2.724 0.909 -0.257 0.181 0.077 0.000
H -2.584 -4.291 -0.402 -0.074 0.275 0.219 0.001
H 3.357 -1.002 -1.108 0.118 -0.031 -0.184 0.000
H -0.077 -3.896 -0.363 -0.248 0.588 -0.098 0.000
H -4.032 -1.716 -3.416 0.189 -0.025 -0.081 0.000
H -4.986 1.151 -1.964 -0.184 0.124 -0.099 0.000
H 2.661 0.863 -2.906 0.348 0.223 0.096 0.000
H 0.886 3.730 0.516 -0.086 -0.355 -0.130 0.000
H 1.500 3.509 -1.187 -0.154 -0.047 0.644 0.008
H -3.674 -0.063 -3.928 0.015 -0.008 -0.253 0.000
H -5.562 -0.389 4.264 0.010 0.496 -0.820 0.004
H 2.165 2.375 2.442 0.028 0.046 0.045 0.000
H -4.259 -0.946 -1.354 0.491 0.124 0.228 0.002
H 4.973 0.269 0.628 -0.237 0.136 0.963 0.000
H 2.352 4.521 -0.032 -0.111 -0.135 0.006 0.000
H 3.846 1.813 2.146 -0.519 0.331 -0.141 0.000
H -3.703 -3.013 -0.850 0.388 -0.216 0.664 0.000
H 0.527 -2.257 -0.555 0.563 0.400 -0.328 0.004
H 4.752 -1.880 4.481 -0.069 -0.050 0.076 0.007
H 3.630 2.517 -0.282 0.050 0.043 0.187 0.001
H -1.591 -2.664 -1.901 0.022 0.256 0.433 0.000
H -3.308 0.772 4.637 -0.484 0.388 0.602 -0.002
H 3.894 -1.519 1.148 -0.229 0.454 0.897 -0.003
H -3.372 1.744 -2.475 -0.433 -0.485 0.517 0.000
```
Positions in Å, forces in eV/Å.



# 6
This record from OMol25 describes an isolated molecule of C5H10OS in a non-equilibrium geometry. The level of theory is wB97M-V/def2-TZVPD.

HOMO-LUMO gap   9.964 eV
Net charge   0
Multiplicity   1
Energy relative to the best compared isomer or geometry (same formula, charge and spin)   33.07 kcal/mol
Structure (SMILES)   C=C(CO)SCC

Geometry as XYZ:
```
17
Properties=species:S:1:pos:R:3:forces:R:3:mulliken_charge:R:1
S 0.908 0.674 -0.717 -0.535 -0.084 -0.346 -0.165
O -1.596 1.793 0.448 0.156 0.710 0.658 -0.499
C -0.376 -0.512 -1.372 1.571 -0.617 -0.646 -0.465
C 0.962 -0.228 1.850 -0.957 1.179 -2.671 -0.839
C 0.298 -1.828 -1.711 0.329 -1.304 -0.538 -1.110
C 0.439 0.708 1.002 0.553 -0.158 2.039 0.246
C -0.519 1.902 1.378 1.722 -1.061 -1.335 -0.297
H 1.647 -0.945 1.427 0.164 -0.140 0.057 0.271
H -1.084 -0.719 -0.626 -1.036 0.271 1.090 0.408
H 0.588 -0.428 2.814 -0.204 0.305 1.219 0.302
H -1.143 1.666 -0.401 -0.266 0.214 -0.035 0.277
H -0.856 -0.138 -2.267 -0.087 0.507 0.008 0.424
H 0.109 2.862 1.268 -1.124 -1.154 0.132 0.178
H -0.865 1.785 2.400 -0.235 0.106 -0.029 0.363
H 0.974 -1.743 -2.562 0.183 0.314 0.010 0.314
H 0.913 -2.211 -0.879 -0.442 0.134 -0.216 0.255
H -0.400 -2.639 -2.051 0.207 0.777 0.604 0.337
```
Positions in Å, forces in eV/Å.



Please write out number 3 again, unchanged.
This record from OMol25 describes an isolated molecule of C4H3Br in a non-equilibrium geometry. The level of theory is wB97M-V/def2-TZVPD.

HOMO-LUMO gap (alpha / beta)   9.235 / 7.252 eV
Net charge   0
Multiplicity   3
Energy relative to the best compared isomer or geometry (same formula, charge and spin)   8.63 kcal/mol

Geometry as XYZ:
```
8
Properties=species:S:1:pos:R:3:forces:R:3:lowdin_spin:R:1
Br -2.521 -0.316 0.081 0.071 0.158 -0.381 0.008
C 2.248 1.293 -0.256 0.372 -0.840 0.120 1.256
C 1.423 0.521 0.272 1.941 2.138 -1.262 0.221
C -0.656 -0.469 -0.426 0.907 -1.603 -1.365 0.056
C 0.220 0.089 0.616 -0.479 0.357 1.708 0.403
H -0.450 -1.617 -0.477 -0.499 2.005 -0.238 0.027
H 0.070 0.474 1.651 -1.067 -1.118 -0.703 0.016
H -0.334 0.025 -1.462 -1.246 -1.097 2.120 0.013
```
Positions in Å, forces in eV/Å.



Question: Which formula does entry 1 have?
Answer: C3H3I2O2



Question: What is the energy relative to the best compared isomer or geometry (same formula, charge and spin) in the sixth record?
Answer: 33.07 kcal/mol



Question: Which value of energy relative to the best compared isomer or geometry (same formula, charge and spin) does entry 4 give?
Answer: 49.76 kcal/mol